# 1
A molecular structure, C12H26BiI2N2OS3Se3Te. Source: OMol25; level of theory: the ωB97M-V functional and the def2-TZVPD basis.

Calculated values
* LUMO level: -3.402 eV
* energy: -10134.26511 a.u.
* net charge: +1
* gap between HOMO and LUMO: 0.2616 Ha
* HOMO: -0.3866 hartree

Geometry (Å):
Bi 0.195 0.476 -0.821
C 0.973 1.670 4.244
C -0.148 2.494 3.577
S -0.498 1.971 1.928
C -0.001 3.523 0.914
C 1.572 3.718 0.810
S 2.282 2.444 -0.245
C 3.391 1.513 0.991
C 2.933 0.884 2.238
S 2.710 1.855 3.781
H 0.805 0.629 4.248
H 0.816 1.823 5.344
H 0.115 3.578 3.537
H -1.039 2.463 4.178
H -0.466 4.395 1.515
H -0.531 3.428 -0.073
H 2.051 3.805 1.776
H 1.732 4.684 0.271
H 4.262 2.138 0.912
H 3.631 0.672 0.341
H 3.539 0.053 2.502
H 2.009 0.368 2.127
Se 2.073 -1.384 -1.006
Se 3.656 -0.400 -2.317
Te 2.257 -0.230 -4.354
Se 0.703 1.463 -3.242
I -3.311 1.956 -1.438
C -2.675 3.195 -3.168
I -1.508 4.844 -2.552
H -3.565 3.382 -3.765
H -2.090 2.470 -3.705
C 0.022 -3.739 0.325
N -0.804 -2.591 -0.061
C -1.234 -1.757 1.046
C -1.233 -2.367 -1.343
O -1.331 -1.201 -1.801
N -1.663 -3.440 -2.026
C -2.239 -4.588 -1.400
C -1.756 -3.239 -3.498
H 0.810 -3.393 0.990
H 0.584 -4.232 -0.434
H -0.422 -4.490 0.943
H -1.770 -2.372 1.760
H -1.825 -1.016 0.621
H -0.445 -1.167 1.580
H -2.397 -4.436 -0.392
H -1.738 -5.538 -1.569
H -3.273 -4.757 -1.788
H -2.610 -3.728 -3.935
H -0.780 -3.680 -3.949
H -1.767 -2.148 -3.618

Atomic forces in eV per Å
0.0980 0.0508 -1.1287
-0.6892 0.8221 1.2603
1.5492 0.9168 0.3905
-0.0347 1.0570 -1.7091
-0.1963 0.2418 1.6311
-2.1365 0.9351 -1.0955
0.5608 -0.8747 1.5293
-0.1508 0.2187 -2.8474
-1.2298 0.4049 1.6910
0.2670 0.9138 0.0200
-0.6795 -1.4121 -0.6859
0.9614 0.4417 -0.7207
0.0584 -0.7876 0.1012
-0.4905 -0.3095 0.2490
0.6748 -1.3027 -1.1906
0.6792 0.1942 0.9208
0.0549 -0.3217 0.1534
-0.0845 -0.6293 0.3875
0.4842 0.2147 1.0170
0.2136 -0.1058 -0.1087
1.2846 -0.4287 0.1166
-1.0981 -0.1579 -0.5770
-0.3664 -0.5113 0.6600
0.6217 0.2760 -0.3626
-0.4249 0.2775 0.1532
-0.0427 -0.0852 -0.2556
0.1528 0.6171 -0.6553
-0.3808 -1.1371 0.7598
-0.3038 -0.1497 -0.3718
0.0298 0.5966 0.3913
0.5588 0.0842 -0.1593
0.6664 0.6992 0.8430
1.1292 -0.8187 0.5917
1.3598 -0.2858 0.3104
-0.9484 -0.3569 0.7317
0.6123 0.1532 0.3926
0.3957 0.9199 -1.3471
-1.3848 -1.1907 -1.9713
2.3443 -0.3997 0.2943
0.1723 0.5702 0.0691
-0.1463 -0.0962 -1.1760
-1.1701 -0.5377 0.1426
-0.2100 0.0974 0.2402
-1.7197 1.2566 -0.4272
-0.0650 -0.8946 -0.3470
0.0656 0.3548 2.1618
0.4949 0.1179 -0.0165
0.6415 0.2974 -0.0734
-0.3311 -0.1055 0.0754
-1.7207 0.7570 0.4415
-0.1266 -0.5874 -0.4996

***

# 2
A molecular structure, C29H28MnN9O2. Source: OMol25; level of theory: the ωB97M-V functional and the def2-TZVPD basis.

Calculated values
* LUMO level (alpha / beta): -4.000 / -3.058 eV
* energy: -2915.90888 a.u.
* expectation value of S²: 3.912
* net charge: +1
* gap between HOMO and LUMO (alpha / beta): 0.2564 / 0.2910 Ha
* 2S+1: 4
* HOMO (alpha / beta): -0.4034 / -0.4034 hartree

Geometry (Å):
Mn -1.545 -0.865 1.970
C 3.835 -1.507 1.966
N 2.515 -1.177 2.491
C 1.344 -1.590 2.045
N 0.377 -1.024 2.764
C 1.057 -0.256 3.669
N 2.352 -0.327 3.527
C 4.043 -0.949 0.572
C 5.070 -1.475 -0.202
C 5.276 -1.015 -1.493
C 4.452 -0.039 -2.028
C 3.430 0.489 -1.249
C 3.229 0.045 0.053
C 2.556 1.508 -1.832
N 2.614 1.995 -3.018
N 1.582 2.917 -3.117
C 0.984 2.914 -1.983
O 1.534 2.033 -1.105
C -0.169 3.719 -1.579
C -0.869 4.453 -2.535
C -1.965 5.200 -2.149
C -2.380 5.216 -0.822
C -1.677 4.496 0.128
C -2.121 4.441 1.571
N -2.528 3.068 1.884
C -1.774 2.071 2.307
N -2.481 0.941 2.272
C -3.708 1.344 1.822
N -3.761 2.621 1.569
C -0.564 3.754 -0.251
H 3.933 -2.592 1.948
H 4.546 -1.121 2.693
H 1.212 -2.260 1.209
H 0.580 0.321 4.443
H 5.702 -2.257 0.202
H 6.074 -1.431 -2.091
H 4.585 0.321 -3.038
H 2.428 0.474 0.640
H -0.542 4.423 -3.565
H -2.513 5.768 -2.889
H -3.254 5.784 -0.530
H -2.973 5.085 1.769
H -1.316 4.695 2.259
H -0.742 2.177 2.602
H -4.539 0.672 1.691
H 0.004 3.193 0.481
O -2.501 -1.953 2.577
C -2.986 -4.314 -0.375
N -1.559 -4.548 -0.551
C -1.179 -5.855 -0.046
C -0.772 -3.504 0.074
C -0.950 -2.170 -0.623
C -0.744 -2.123 -2.001
C -0.879 -0.940 -2.709
C -1.230 0.233 -2.051
C -1.452 0.203 -0.682
C -1.309 -0.996 0.022
H -3.540 -5.102 -0.880
H -3.262 -3.357 -0.817
H -3.276 -4.302 0.688
H -1.759 -6.621 -0.559
H -1.359 -5.958 1.037
H -0.121 -6.034 -0.241
H 0.276 -3.819 -0.007
H -1.010 -3.407 1.150
H -0.492 -3.044 -2.511
H -0.714 -0.933 -3.778
H -1.343 1.161 -2.597
H -1.731 1.129 -0.191

Atomic forces in eV per Å
-0.1583 -0.3036 0.0187
-0.0449 0.0789 -0.0666
0.0580 -0.1813 0.1757
-0.0841 0.0171 -0.0767
-0.0403 0.0653 -0.2574
-0.0661 -0.1041 -0.0361
0.1376 0.0724 0.0509
0.0090 -0.1008 0.1967
-0.0344 0.0248 -0.0513
0.0284 -0.0108 -0.0507
0.0518 -0.0319 0.0746
-0.1726 0.1516 -0.0436
0.0503 -0.0431 -0.0473
0.0303 -0.1389 0.0330
-0.0696 0.0932 -0.1215
0.1127 -0.0477 -0.1007
-0.1407 0.0428 0.0378
0.1043 0.1117 0.0571
0.1497 -0.1131 0.0416
0.0092 -0.0032 0.0295
-0.0597 0.0459 -0.0464
0.0196 -0.0013 -0.0238
0.0738 0.0083 0.1711
0.0195 -0.1404 -0.1351
-0.1239 0.1350 0.1851
-0.0386 -0.1342 -0.0726
0.1764 0.1593 0.1059
0.1163 -0.2065 0.0037
-0.1288 0.1676 -0.0217
-0.0568 0.0455 -0.0694
0.0005 -0.0208 0.0428
0.0333 0.0728 -0.0559
0.0161 0.0554 0.0541
0.0014 0.0264 0.0042
0.0203 -0.0036 -0.0054
0.0092 -0.0023 -0.0035
0.0173 -0.0079 -0.0195
-0.0148 0.0313 -0.0002
-0.0087 0.0095 -0.0211
-0.0077 0.0078 -0.0028
-0.0087 0.0172 -0.0156
-0.0259 0.0039 -0.0061
0.0108 0.0455 -0.0176
-0.0038 -0.0043 0.0286
-0.0088 -0.0100 -0.0238
0.0158 0.0071 0.0070
-0.0794 0.0991 0.0644
0.0719 -0.0123 0.0314
-0.0733 0.0497 0.0044
-0.0287 0.0156 0.0366
-0.0273 0.0002 0.0291
0.0957 -0.2549 -0.2465
0.0447 -0.0222 -0.0347
0.0021 0.0520 -0.0074
0.0064 -0.0779 0.0518
0.0919 0.0320 -0.1507
-0.0344 0.2817 0.4558
-0.0382 0.0191 -0.0091
-0.0391 0.0019 -0.0143
-0.0045 -0.0111 -0.0173
0.0208 -0.0266 -0.0050
0.0101 0.0012 -0.0150
0.0076 -0.0308 -0.0017
0.0120 0.0656 0.0092
0.0262 -0.0196 -0.0355
-0.0021 0.0073 -0.0221
0.0047 0.0094 -0.0135
-0.0100 -0.0050 -0.0234
-0.0317 -0.0610 -0.0121

***

# 3
A molecular structure, C6H9N3OS. Source: OMol25; level of theory: the ωB97M-V functional and the def2-TZVPD basis.

Calculated values
* LUMO level (alpha / beta): -0.037 / -0.038 eV
* energy: -871.51671 a.u.
* gap between HOMO and LUMO (alpha / beta): 0.3126 / 0.3126 Ha
* HOMO (alpha / beta): -0.3140 / -0.3140 hartree

Geometry (Å):
C -0.814 0.395 -2.287
C 0.096 -1.459 -1.007
C -0.627 -0.382 -3.415
C 0.591 -1.950 -2.265
C -0.544 -0.229 -1.147
C 0.838 1.279 1.179
N 0.091 -1.497 -3.407
N -1.840 0.437 1.998
N -1.281 -0.717 2.707
O -1.408 2.141 0.201
S -0.993 0.932 0.763
H -1.256 1.414 -2.313
H 0.006 -1.923 -0.041
H -1.105 -0.237 -4.401
H 1.188 -2.873 -2.356
H 1.032 0.558 1.947
H 1.267 1.213 0.244
H 0.533 2.253 1.700
H -2.120 -1.239 3.154
H -0.661 -0.330 3.465

Atomic forces in eV per Å
-1.2869 2.0297 -1.4691
-0.1178 0.8432 -1.9649
-0.1454 -0.5936 -1.5242
-1.2389 -1.0313 1.7348
0.2659 -0.3535 4.7752
-4.7775 0.6951 2.9757
0.6619 0.1411 0.0077
0.7620 -0.2518 -0.6771
-0.8162 0.0804 0.9393
-1.8340 2.9845 -1.2297
2.6912 -4.0256 -0.2782
0.2028 -0.8907 -0.0092
0.8465 -0.5010 0.0741
0.3131 0.6724 0.7092
-0.1646 0.5851 0.2669
0.9474 -0.5431 0.0755
1.4488 0.2916 -1.5610
1.4008 -0.9115 -1.1213
2.0001 1.4630 -0.9782
-1.1591 -0.6839 -0.7454

***

# 4
2 unconnected molecules or ions with the total composition C5H11NOS. Source: OMol25; level of theory: the ωB97M-V functional and the def2-TZVPD basis.

Calculated values
* LUMO level: -2.609 eV
* energy: -725.13896 a.u.
* gap between HOMO and LUMO: 0.2291 Ha
* HOMO: -0.3250 hartree

Geometry (Å):
C -0.281 -1.679 0.227
C 0.962 -2.261 0.752
S 2.261 -1.668 -0.380
C -0.720 -0.373 0.565
N -1.075 0.495 -0.573
C -1.467 1.807 -0.081
C -0.012 0.609 -1.580
O -0.794 0.133 1.669
H -0.682 -2.136 -0.668
H 1.608 1.221 1.129
H 0.996 -3.345 0.733
H 1.161 -1.893 1.758
H 1.857 0.821 1.700
H -0.634 2.308 0.457
H -1.796 2.420 -0.910
H -2.265 1.656 0.660
H 0.757 1.321 -1.255
H -0.404 0.898 -2.555
H 0.528 -0.335 -1.649

Atomic forces in eV per Å
3.6542 -1.6779 -1.8070
-0.5673 -0.9703 2.1511
-1.8053 0.6004 -0.4400
-0.8928 4.6841 -0.9914
0.9311 -1.0087 1.2288
-0.1176 -0.1782 0.7949
0.1429 -0.4312 -0.1590
-0.0402 -1.5377 0.2606
-0.2676 -0.0395 -0.0171
0.0782 0.0540 0.0331
-0.2985 -0.0633 0.0974
-0.0056 -0.1010 0.0047
0.0445 0.0540 0.0128
-0.3212 -0.1625 -0.3235
-0.0907 0.0505 -0.1346
0.1281 0.3397 -0.3915
-0.1829 0.1632 -0.0443
-0.0706 0.0293 0.1219
-0.3187 0.1951 -0.3968

***

# 5
A molecular structure, C48H35I2N4O3Ru. Source: OMol25; level of theory: the ωB97M-V functional and the def2-TZVPD basis.

Calculated values
* LUMO level (alpha / beta): -0.377 / -0.447 eV
* energy: -2985.21035 a.u.
* expectation value of S²: 0.754
* gap between HOMO and LUMO (alpha / beta): 0.2586 / 0.2550 Ha
* 2S+1: 2
* HOMO (alpha / beta): -0.2724 / -0.2714 hartree

Geometry (Å):
Ru 0.240 0.271 0.517
O 0.558 -1.538 -0.244
C 1.697 -1.948 -0.964
C 2.474 -0.697 -1.458
C 1.530 0.121 -2.264
C 1.434 -0.063 -3.637
C 0.445 0.593 -4.336
C -0.402 1.439 -3.647
C -0.242 1.606 -2.282
C -1.148 2.528 -1.527
C -2.157 1.738 -0.660
O -1.441 1.204 0.414
C -2.912 0.700 -1.494
C -3.795 1.146 -2.479
C -4.492 0.249 -3.269
C -4.336 -1.118 -3.070
C -3.485 -1.568 -2.075
C -2.769 -0.662 -1.295
C -3.197 2.660 -0.014
C -3.249 4.033 -0.201
C -4.204 4.802 0.461
C -5.106 4.205 1.323
C -5.045 2.830 1.532
C -4.099 2.069 0.871
N 0.709 0.943 -1.583
C 2.584 -2.852 -0.100
C 1.991 -3.984 0.463
C 2.729 -4.865 1.231
C 4.085 -4.634 1.448
C 4.683 -3.517 0.894
C 3.934 -2.628 0.125
C 1.274 -2.787 -2.179
C 2.222 -3.492 -2.918
C 1.852 -4.188 -4.058
C 0.524 -4.202 -4.467
C -0.426 -3.520 -3.722
C -0.049 -2.817 -2.584
H 3.356 -0.958 -2.042
H 2.776 -0.140 -0.574
H 2.118 -0.738 -4.132
H 0.329 0.441 -5.402
H -1.194 1.977 -4.150
H -1.643 3.204 -2.222
H -0.558 3.116 -0.827
H -3.950 2.211 -2.613
H -5.173 0.614 -4.028
H -4.891 -1.824 -3.674
H -3.380 -2.630 -1.893
H -2.129 -1.031 -0.505
H -2.548 4.533 -0.855
H -4.231 5.873 0.304
H -5.851 4.803 1.832
H -5.735 2.354 2.217
H -4.039 1.001 1.044
H 0.936 -4.160 0.289
H 2.250 -5.730 1.671
H 4.664 -5.323 2.051
H 5.738 -3.330 1.054
H 4.428 -1.763 -0.300
H 3.258 -3.501 -2.597
H 2.600 -4.729 -4.624
H 0.234 -4.746 -5.357
H -1.466 -3.527 -4.027
H -0.773 -2.267 -2.006
I -1.935 -0.898 5.113
C -1.260 0.902 4.326
C -1.474 2.103 5.025
C -1.058 3.309 4.525
I -1.507 5.048 5.587
C -0.338 3.355 3.307
C 0.170 4.518 2.688
C 0.908 4.430 1.538
C 1.150 3.169 0.976
N 0.669 2.073 1.514
C -0.094 2.136 2.643
C -0.639 0.877 3.087
O -0.510 -0.186 2.355
H -1.988 2.064 5.975
H -0.031 5.482 3.136
H 1.296 5.315 1.054
H 1.756 3.050 0.085
N 2.391 -3.993 4.731
C 2.596 -3.044 4.118
C 2.847 -1.842 3.366
C 4.005 -1.105 3.576
C 4.187 0.056 2.849
C 3.201 0.438 1.956
N 2.097 -0.274 1.743
C 1.922 -1.408 2.424
H 4.738 -1.437 4.299
H 5.068 0.668 2.979
H 3.285 1.364 1.400
H 1.014 -1.958 2.236

Atomic forces in eV per Å
1.8376 1.5802 -0.0903
-0.2514 -0.7847 0.2322
-0.2429 0.1317 0.0292
-0.1438 -0.1062 0.0518
0.0153 0.1793 0.0240
0.1352 0.1253 -0.0230
0.0008 -0.0111 -0.0640
0.0667 0.1188 -0.0044
0.1598 0.1457 0.2946
-0.1463 -0.2082 -0.0032
0.2817 0.4760 0.1444
-1.0448 -1.0053 -0.6802
0.0495 0.0479 -0.0504
0.0964 0.0259 -0.0603
-0.0159 -0.0027 0.0023
-0.0033 -0.0018 0.0020
0.0137 0.0225 -0.0170
-0.0519 -0.0666 0.0948
0.0943 0.0562 0.1451
-0.0252 0.0383 0.0132
0.0317 -0.0137 -0.0018
-0.0007 -0.0113 -0.0019
0.0113 0.0278 0.0021
0.0079 -0.0145 -0.0059
-0.3987 -0.7230 -0.1257
-0.0432 0.0700 0.1045
-0.0081 0.0210 -0.0105
0.0187 0.0225 0.0402
-0.0101 -0.0056 0.0143
-0.0059 0.0271 -0.0051
0.0310 -0.0406 -0.0376
0.0580 0.0722 -0.0136
0.0317 0.0212 -0.0412
-0.0025 0.0069 0.0108
-0.0100 0.0101 0.0086
0.0084 -0.0177 -0.0191
-0.0258 0.0032 -0.0570
-0.0598 -0.1046 -0.0444
0.1411 0.0568 -0.0846
-0.0099 -0.0381 0.0287
-0.0040 0.0050 0.0046
-0.0086 -0.0063 0.0071
-0.0143 -0.0822 -0.0836
-0.0507 0.1600 -0.0402
0.0053 -0.0021 -0.0079
0.0021 0.0002 0.0008
0.0023 0.0041 0.0012
0.0249 -0.0012 0.0039
0.0993 0.0339 0.0386
-0.0032 -0.0116 -0.0170
-0.0101 -0.0018 -0.0106
0.0131 -0.0034 0.0169
-0.0034 -0.0014 -0.0085
-0.0107 0.0050 -0.0037
0.0019 0.0160 0.0069
0.0009 -0.0080 0.0025
-0.0065 0.0052 -0.0002
-0.0065 0.0035 0.0012
0.0029 0.0058 0.0118
-0.0031 -0.0029 -0.0048
-0.0010 0.0019 0.0030
-0.0029 -0.0048 0.0079
0.0102 0.0103 0.0039
-0.1049 0.0571 0.0509
-0.0126 0.0038 -0.0024
-0.0918 0.0428 0.0610
0.0508 -0.0472 -0.0630
-0.0408 -0.0293 -0.0069
0.0124 0.0217 0.0093
0.0925 -0.0222 0.0349
-0.0088 0.0297 0.0121
0.0583 -0.0096 0.0408
0.2287 -0.0283 0.2268
-0.9138 0.2415 0.0113
0.1883 -0.1316 0.0031
0.0491 -0.0664 -0.1254
-0.0193 -0.0963 0.3905
-0.0297 -0.0059 -0.0117
0.0035 -0.0017 -0.0028
0.0276 -0.0079 0.0201
-0.1322 0.0002 -0.0955
0.0385 0.0173 -0.0030
-0.0495 0.0451 -0.0635
0.0057 -0.1134 0.0365
0.0319 -0.0156 0.0463
-0.0127 0.0526 -0.0216
0.0024 0.0527 -0.0032
-0.0252 -0.3196 -0.3322
0.0086 0.1055 0.1606
-0.0033 -0.0028 -0.0074
-0.0138 0.0068 0.0013
0.0452 -0.0391 -0.0443
-0.0137 0.0044 -0.0583

***

# 6
4 unconnected molecules or ions with the total composition C3H15NO3. Source: OMol25; level of theory: the ωB97M-V functional and the def2-TZVPD basis.

Calculated values
* LUMO level: 0.512 eV
* energy: -403.72810 a.u.
* gap between HOMO and LUMO: 0.3286 Ha
* SMILES: CCNC.O.O.O
* HOMO: -0.3098 hartree

Geometry (Å):
C -0.292 0.143 -2.893
C 0.872 0.180 -1.859
N 0.463 -0.169 -0.511
C -0.808 0.372 -0.044
H -0.939 0.992 -2.714
H 0.133 0.036 -3.904
H -0.764 -0.836 -2.664
H 1.781 -0.380 -2.125
H 1.313 1.179 -1.887
H 0.562 -1.119 -0.194
H -0.894 1.457 -0.171
H -0.924 0.206 1.029
H -1.698 -0.153 -0.467
O 0.980 -1.031 2.271
H 0.519 -0.200 2.203
H 1.213 -1.329 3.150
O -2.718 -1.746 1.640
H -1.865 -1.936 1.226
H -2.984 -2.522 2.119
O 1.985 2.586 1.767
H 2.047 2.536 2.708
H 2.018 1.734 1.320

Atomic forces in eV per Å
1.5767 -1.9389 0.6923
0.2149 0.3835 -0.3652
-0.0597 0.9489 0.6441
-0.5293 -0.5340 0.0357
-0.2801 -0.0548 -0.4191
-0.4451 0.5812 0.2187
-0.4094 0.7278 -0.3977
-0.6981 -0.5686 -0.0938
-0.3297 0.4187 0.4077
0.2932 -0.1138 -0.4649
0.1133 -0.2440 -0.2978
0.1448 0.0117 0.0513
0.3679 0.6329 -0.0798
0.4762 -1.0776 -0.9410
-0.0474 0.3375 0.7282
-0.3598 0.6334 0.3117
0.2436 0.6563 -0.4330
-0.2266 -0.1240 0.2548
0.0014 -0.5556 0.2310
-0.2190 0.7320 -1.3197
0.1314 -0.6696 0.6761
0.0407 -0.1830 0.5605